111
Properties=species:S:1:pos:R:3:forces:R:3 method="wB97M-V/def2-TZVPD" homo_energy_ha=-0.3169 total_energy_ha=-2429.053495 e_lumo_ev=0.43 homo_lumo_gap_ha=0.3326 smiles="CC(=O)OCCCCCOC(=O)O.CNC(C)=O.CNC(C)=O.CNC(C)=O.CNC(C)=O.CNC(C)=O.CNC(C)=O.CNC(C)=O"
C -4.191400 -1.451906 -1.930347 0.24 -0.28 0.11
C -2.776883 -1.962860 -1.930435 -3.27 -1.33 -0.08
O -1.866700 -1.247139 -1.919714 3.29 1.97 0.08
O -2.694252 -3.319283 -2.015470 0.14 -0.66 0.16
C -2.278294 -3.986319 -0.807616 -0.55 -0.02 0.42
C -3.417293 -4.048191 0.210285 0.48 -0.07 -0.30
C -3.111566 -4.917326 1.440928 -0.98 0.45 -0.18
C -2.723020 -4.144698 2.686709 0.48 -0.32 0.28
C -1.370448 -3.465591 2.604192 -0.45 -0.66 0.58
O -1.207727 -2.429339 3.617721 1.25 -1.57 -0.09
C -1.500520 -1.250842 3.173494 2.05 0.65 1.07
O -2.474090 -0.958807 2.609518 -3.67 0.90 -2.11
O -0.537436 -0.327519 3.421014 0.55 -0.05 1.04
H -4.196579 -0.418878 -1.628243 0.02 0.38 -0.01
H -4.776866 -2.037451 -1.235629 -0.37 -0.18 -0.10
H -4.562487 -1.543164 -2.943068 -0.37 -0.11 -0.16
H -2.002228 -5.002632 -1.043167 0.11 -0.22 -0.53
H -1.404135 -3.509833 -0.393775 0.43 0.34 0.02
H -4.269972 -4.479081 -0.302623 -0.23 -0.01 -0.20
H -3.693934 -3.034675 0.496173 -0.05 0.10 0.27
H -4.045408 -5.420548 1.684843 0.08 -0.12 0.14
H -2.419805 -5.718683 1.201819 0.43 -0.04 -0.06
H -3.489115 -3.442294 2.990752 -0.24 0.22 -0.24
H -2.653676 -4.866028 3.496097 -0.13 -0.09 0.29
H -0.614415 -4.196131 2.835947 0.47 -0.12 0.11
H -1.122351 -3.077811 1.633043 -0.05 0.53 -0.35
H -0.904541 0.277514 4.075680 0.13 0.39 -0.26
C 3.298650 -1.255719 -2.244660 0.44 -0.16 0.34
N 3.098567 -1.965334 -0.987781 -0.24 0.07 -0.09
C 1.967445 -2.057165 -0.251079 -0.01 -0.10 0.31
C 0.741422 -1.347555 -0.770537 0.47 -0.05 0.08
O 1.954443 -2.697420 0.796003 -0.12 0.01 -0.08
H 3.615439 -1.969369 -3.008672 -0.07 0.11 -0.13
H 4.081904 -0.503299 -2.118986 -0.28 -0.19 -0.18
H 2.385442 -0.768432 -2.570596 -0.05 -0.06 0.05
H 3.880950 -2.458955 -0.587980 0.02 0.04 -0.02
H -0.081576 -1.499240 -0.088542 -0.07 -0.07 0.17
H 0.927910 -0.275708 -0.847118 -0.06 0.00 -0.15
H 0.461442 -1.740869 -1.742610 -0.04 0.13 -0.09
C 5.763467 4.322408 -3.739109 0.05 -0.29 -0.29
N 5.686059 2.874418 -3.643351 0.01 0.08 0.19
C 5.450397 2.125337 -2.536122 0.03 -0.19 0.05
C 5.243748 2.854876 -1.236434 -0.03 -0.12 0.01
O 5.411150 0.902192 -2.616296 0.27 0.29 -0.07
H 5.004301 4.679114 -4.437995 0.02 0.15 0.05
H 6.746384 4.610248 -4.115759 -0.03 0.16 0.05
H 5.602752 4.791914 -2.774578 -0.04 -0.05 0.02
H 5.816900 2.328916 -4.480901 -0.01 0.02 0.00
H 5.066989 2.131241 -0.445517 0.02 -0.09 -0.08
H 6.131612 3.437171 -0.983939 -0.09 0.13 0.00
H 4.377951 3.514619 -1.305961 0.13 0.17 0.10
C 0.157013 4.935584 -3.291207 0.52 0.17 -0.17
N 1.458864 5.154176 -2.676905 -0.14 -0.07 0.21
C 1.797736 5.041920 -1.368837 0.16 0.08 -0.03
C 0.712409 4.640692 -0.401041 0.05 -0.01 0.07
O 2.946326 5.260669 -1.002775 -0.05 -0.04 -0.02
H 0.234932 4.146540 -4.037493 -0.19 -0.03 0.02
H -0.160468 5.856199 -3.783980 -0.18 -0.07 -0.01
H -0.588050 4.651747 -2.559055 0.00 -0.03 0.00
H 2.228502 5.424588 -3.268742 -0.02 0.01 -0.01
H 1.133297 4.592983 0.598729 0.09 0.03 -0.04
H -0.093395 5.375419 -0.406433 -0.09 -0.10 -0.04
H 0.314758 3.658635 -0.659665 -0.12 0.06 -0.01
C -4.068029 0.821843 5.271118 0.00 -0.29 -0.39
N -4.424454 -0.575323 5.129659 -0.08 -0.07 0.19
C -5.014406 -1.383975 6.046821 0.04 -0.05 -0.11
C -5.352482 -0.782536 7.390438 -0.03 -0.05 0.03
O -5.256684 -2.550655 5.781926 -0.02 -0.03 0.07
H -4.586766 1.407655 4.510998 0.06 0.14 0.07
H -2.992357 0.940306 5.123069 -0.01 0.17 0.07
H -4.331577 1.202253 6.251911 0.00 -0.04 0.02
H -4.222142 -1.032431 4.250663 0.05 0.09 -0.03
H -5.814735 -1.544511 8.010414 0.01 -0.06 -0.08
H -4.448678 -0.429013 7.888366 -0.06 0.11 0.01
H -6.054271 0.044079 7.272637 0.08 0.07 0.06
C 9.573598 1.499323 -1.530616 -0.23 0.22 -0.46
N 9.610902 2.923354 -1.816587 0.10 0.00 0.30
C 10.048306 3.935266 -1.019470 -0.04 0.15 -0.15
C 10.570733 3.566260 0.348191 0.01 0.04 0.02
O 10.011382 5.090486 -1.411092 0.01 -0.02 0.06
H 10.174926 0.972644 -2.273555 -0.01 -0.17 0.12
H 8.541493 1.149990 -1.600089 0.06 -0.18 0.08
H 9.956456 1.274974 -0.541362 0.02 0.10 0.02
H 9.275725 3.237192 -2.713637 -0.01 -0.03 0.00
H 10.879333 4.471502 0.861743 -0.03 0.05 -0.09
H 9.791098 3.079990 0.935935 0.08 -0.10 0.01
H 11.432317 2.903122 0.261327 -0.06 -0.09 0.07
C -5.559690 -8.771471 5.981991 -0.07 -0.19 -0.43
N -5.534592 -8.079059 4.707920 0.05 0.19 0.13
C -5.320627 -6.754247 4.476051 -0.01 0.01 -0.08
C -5.075620 -5.866156 5.669711 0.05 0.02 -0.11
O -5.330691 -6.322207 3.333247 -0.02 -0.04 0.04
H -4.792184 -9.547839 5.989126 -0.01 -0.01 0.17
H -6.534320 -9.243551 6.120223 0.03 -0.01 0.17
H -5.378616 -8.089376 6.804935 0.01 0.05 -0.04
H -5.691306 -8.614871 3.868840 0.00 -0.01 0.02
H -4.924710 -4.846039 5.332946 -0.05 0.01 -0.05
H -5.935856 -5.883337 6.340092 0.08 -0.02 0.09
H -4.183598 -6.191552 6.208338 -0.08 -0.03 0.11
C -2.799370 6.327935 -7.290795 0.00 0.22 0.42
N -2.659631 5.713344 -5.982805 0.06 -0.21 -0.15
C -2.514586 4.393507 -5.684419 -0.04 0.01 0.17
C -2.492577 3.417761 -6.835831 0.01 -0.04 0.03
O -2.407459 4.029843 -4.524193 -0.01 0.00 -0.06
H -1.985528 7.037913 -7.447287 -0.03 0.00 -0.16
H -3.746652 6.867330 -7.338896 0.01 0.00 -0.17
H -2.776140 5.585857 -8.080822 0.01 -0.05 0.03
H -2.668226 6.310474 -5.170849 -0.03 0.01 -0.02
H -2.371910 2.413209 -6.442245 0.00 0.04 0.10
H -3.429019 3.463913 -7.392897 0.07 0.02 -0.11
H -1.657314 3.633802 -7.503384 -0.09 0.01 -0.10


109
Properties=species:S:1:pos:R:3:forces:R:3 method="wB97M-V/def2-TZVPD" homo_energy_ha=-0.2739 total_energy_ha=-2629.028790 e_lumo_ev=0.44 homo_lumo_gap_ha=0.2899 smiles="NCCCc1cc(CCOC=O)c2c(c1)Nc1ccccc1S2.CO.CO.CO.CO.CO.CO.CO.CO.CO.CO.CO"
N 0.446566 3.294540 2.510805 0.48 0.28 -0.06
C 0.389372 4.024003 1.245531 -0.24 -0.44 0.08
C -0.951078 3.949437 0.437699 0.38 0.41 0.10
C -1.996944 3.000421 1.004183 -0.02 -0.08 -0.10
C -1.637917 1.525922 0.999412 -0.18 0.52 0.03
C -2.373903 0.658042 1.801101 0.27 -0.06 -0.32
C -2.069027 -0.696394 1.859145 0.08 -0.04 0.13
C -2.877740 -1.626795 2.728443 0.13 0.23 0.23
C -3.295185 -1.025236 4.063075 -0.81 -0.40 -0.13
O -2.145136 -0.520227 4.773104 0.41 -0.19 -0.41
C -1.440086 -1.451881 5.412682 -0.11 -0.14 0.34
O -1.920731 -2.369397 6.029008 0.19 -0.19 -0.08
C -1.003121 -1.167104 1.087208 0.08 -0.32 0.03
C -0.277593 -0.308651 0.267789 -0.21 0.33 -0.09
C -0.594066 1.048064 0.227934 0.03 -0.45 0.09
N 0.782510 -0.806538 -0.513478 0.04 -0.11 0.27
C 1.703996 -1.635720 0.157619 0.30 -0.04 -0.18
C 3.073288 -1.432113 0.015473 0.18 0.04 -0.04
C 3.976850 -2.226157 0.702049 -0.27 -0.14 0.16
C 3.512664 -3.228939 1.545013 0.13 -0.05 -0.15
C 2.150935 -3.454038 1.678414 0.07 0.13 0.02
C 1.248662 -2.665026 0.976527 -0.43 0.26 -0.02
S -0.524067 -2.887121 1.065955 0.31 0.04 0.03
H -0.336655 3.485156 3.115978 -0.05 -0.10 0.01
H 0.554130 2.301845 2.370997 -0.27 -0.06 0.07
H 0.647853 5.061233 1.457382 -0.13 0.07 -0.15
H 1.191855 3.623962 0.622006 0.04 0.04 0.02
H -0.713283 3.705820 -0.599718 -0.09 -0.12 0.00
H -1.373958 4.956061 0.409476 -0.11 -0.05 0.07
H -2.232413 3.297956 2.029252 -0.03 -0.07 0.02
H -2.931783 3.130140 0.449479 0.02 0.00 -0.05
H -3.186476 1.077530 2.380826 -0.02 -0.11 0.09
H -3.788345 -1.928116 2.210314 -0.03 -0.07 0.06
H -2.329897 -2.543439 2.958342 0.11 0.00 -0.20
H -4.013866 -0.217655 3.950799 0.25 0.23 0.08
H -3.792147 -1.807261 4.636312 0.08 0.09 0.15
H -0.354064 -1.316121 5.331985 -0.08 0.37 0.11
H -0.010511 1.698715 -0.410814 -0.09 0.07 0.02
H 1.245671 -0.067685 -1.022025 -0.05 -0.01 -0.06
H 3.439286 -0.646296 -0.637332 -0.09 0.05 0.02
H 5.042105 -2.060807 0.612614 0.00 0.04 -0.09
H 4.230354 -3.820565 2.092838 -0.08 -0.06 0.06
H 1.807834 -4.239324 2.335575 -0.12 -0.04 0.02
C 0.349081 3.222955 -3.668368 -0.09 0.07 0.17
O 0.632380 2.637417 -2.393904 0.12 -0.02 0.02
H -0.605770 3.741129 -3.587636 0.00 -0.02 0.12
H 1.128518 3.937270 -3.937982 -0.02 0.00 -0.09
H 0.282646 2.455240 -4.430827 -0.04 0.04 -0.14
H 1.479323 2.188301 -2.482443 0.01 0.03 -0.10
C -6.204010 -4.024564 2.493458 0.01 0.09 0.00
O -5.919621 -2.632307 2.609003 -0.09 -0.01 -0.02
H -5.461612 -4.553112 3.086985 0.02 0.02 0.03
H -7.198160 -4.257634 2.881729 0.01 -0.05 0.01
H -6.135485 -4.357111 1.454453 0.00 -0.04 0.01
H -6.573155 -2.149719 2.095168 0.00 0.01 0.02
C -2.135246 -5.477956 4.368837 -0.04 0.19 0.13
O -3.132931 -4.787327 5.102127 0.04 -0.10 0.02
H -2.627491 -6.213538 3.735204 -0.09 0.06 0.07
H -1.564557 -4.789418 3.734945 0.07 -0.11 -0.03
H -1.448080 -6.000688 5.040176 0.07 -0.07 -0.12
H -2.673363 -4.153341 5.668048 -0.23 0.12 -0.10
C 0.011579 -5.784253 7.833165 -0.11 0.29 -0.04
O 0.124316 -4.397869 8.128361 0.03 -0.06 0.00
H 0.785349 -6.303587 8.393249 0.01 0.01 0.02
H -0.966588 -6.167582 8.136187 0.03 -0.12 -0.04
H 0.163345 -5.968096 6.765980 0.01 -0.12 0.02
H -0.557952 -3.931987 7.634420 0.00 0.10 -0.02
C 5.680492 -2.855610 4.970424 0.04 0.08 -0.13
O 5.968825 -2.955299 3.579725 0.10 -0.01 0.11
H 5.180974 -3.775296 5.264289 -0.01 -0.01 -0.01
H 6.595033 -2.747456 5.559102 -0.03 -0.02 0.05
H 5.016468 -2.012687 5.177609 -0.02 -0.02 0.05
H 6.408536 -2.144418 3.310794 -0.01 -0.01 -0.03
C 2.165973 0.659995 -6.438761 0.09 0.27 -0.01
O 2.166613 1.874536 -5.682354 0.06 -0.20 -0.08
H 1.505272 -0.040483 -5.933340 -0.01 0.03 0.03
H 1.802127 0.835951 -7.451439 0.01 -0.16 -0.03
H 3.171092 0.234014 -6.483369 -0.04 -0.10 -0.03
H 2.752759 2.493271 -6.126579 0.01 0.03 0.07
C 1.300335 2.572837 -9.830935 0.04 -0.17 -0.16
O 1.755875 1.220906 -9.885016 0.03 0.11 0.08
H 1.135944 2.821629 -8.783933 0.02 -0.03 0.02
H 2.053400 3.250223 -10.244721 -0.04 0.08 0.06
H 0.365744 2.685765 -10.381867 0.02 0.08 0.06
H 1.900835 0.999580 -10.808391 -0.03 -0.06 0.01
C 3.234370 4.858677 -1.758560 0.14 0.10 -0.20
O 3.522619 4.691311 -3.146299 -0.06 -0.05 0.06
H 2.715536 3.965770 -1.422983 -0.04 0.01 0.00
H 4.154882 4.976744 -1.181941 -0.05 0.01 0.08
H 2.586154 5.723645 -1.596791 -0.02 -0.03 0.12
H 3.981376 5.479109 -3.449391 0.02 -0.02 -0.02
C -0.491446 -7.309481 1.843917 0.08 0.15 -0.09
O 0.413349 -6.224864 2.004319 -0.05 -0.02 0.03
H -0.009673 -8.195417 2.250952 0.02 0.00 0.01
H -1.422975 -7.135960 2.385436 0.01 -0.09 -0.06
H -0.715733 -7.484876 0.788561 -0.03 -0.05 0.01
H 0.001540 -5.428978 1.648091 -0.03 -0.09 0.02
C -0.805193 8.624367 0.387936 0.04 -0.11 -0.10
O -0.325545 7.287477 0.294818 -0.02 0.15 -0.02
H -0.897054 8.862954 1.444379 0.01 -0.01 0.01
H -0.109371 9.329819 -0.073876 -0.02 0.05 0.04
H -1.785589 8.728305 -0.084457 -0.01 0.05 0.04
H -0.241926 7.072224 -0.638454 0.01 -0.09 0.02
C -1.739270 4.163400 -11.922821 0.05 -0.11 -0.11
O -1.293394 2.814169 -12.019998 -0.04 0.10 -0.05
H -1.896972 4.377450 -10.868639 0.00 -0.02 0.01
H -0.992930 4.858048 -12.317219 -0.02 0.05 0.03
H -2.681038 4.308622 -12.457123 -0.02 0.05 0.04
H -1.154470 2.617562 -12.950412 -0.01 -0.06 0.01